Molecular formula: BF4H14O7
Method: DFT, the ωB97M-V functional and the def2-TZVPD basis

- ΔE to the lowest compared entry with this formula, charge and spin: 237.8 kcal/mol
- Charge: -1
- Spin multiplicity: 1

Each line ends with the natural charge from an NBO analysis.
CARTESIAN COORDINATES (ANGSTROEM)
B  0.162  -0.137  -0.316  1.202
F  1.152  0.131  0.603  -0.391
F  0.366  -1.347  -0.798  -0.476
F  -1.052  0.001  0.190  -0.499
F  0.155  0.789  -1.348  -0.521
O  -0.422  2.687  0.128  -0.944
H  0.180  3.085  -0.502  0.463
H  -0.418  1.756  -0.092  0.464
O  -3.249  0.620  -0.799  -0.950
H  -3.326  0.646  0.155  0.466
H  -2.427  0.158  -0.961  0.476
O  0.782  -2.271  1.231  -0.911
H  0.081  -1.810  0.771  0.455
H  1.585  -1.834  0.946  0.445
O  -0.415  -0.746  -2.821  -0.957
H  0.169  -0.686  -2.064  0.461
H  -0.903  0.077  -2.813  0.453
O  -1.476  -1.213  2.217  -0.963
H  -1.411  -0.627  2.971  0.463
H  -1.267  -0.660  1.464  0.459
O  1.922  1.294  1.799  -1.054
H  1.617  0.590  1.227  0.441
H  1.483  2.079  1.471  0.437
O  2.532  -0.695  -1.082  -0.907
H  2.450  -1.608  -0.808  0.455
H  1.729  -0.278  -0.771  0.431

Molecular formula: C24H37BrCl2IN8O
Method: DFT, the ωB97M-V functional and the def2-TZVPD basis

- Charge: +1
- Spin multiplicity: 1

Each line ends with the Mulliken charge.
CARTESIAN COORDINATES (ANGSTROEM)
C  -2.742  6.415  4.817  -0.630
C  -2.813  5.268  4.119  -0.236
C  -1.813  4.109  4.233  -0.448
N  -0.911  3.917  3.077  0.084
C  0.382  3.750  3.227  0.426
Br  1.433  3.707  4.799  -0.035
N  1.021  3.555  2.040  -0.449
C  -0.007  3.629  1.162  0.561
N  0.202  3.476  -0.153  -0.444
I  -1.177  3.604  -1.650  0.246
C  1.537  3.182  -0.558  -0.241
Cl  1.908  1.482  -0.848  -0.082
C  2.466  4.114  -0.723  0.631
C  2.183  5.592  -0.525  -1.102
Cl  4.068  3.603  -1.226  -0.168
N  -1.201  3.862  1.748  0.337
O  -2.462  3.977  1.315  -0.370
H  -1.845  7.043  4.856  0.271
H  -3.663  6.746  5.315  0.276
H  -3.669  5.121  3.444  0.329
H  -2.416  3.193  4.381  0.266
H  -1.249  4.246  5.163  0.353
H  2.395  5.931  0.504  0.261
H  2.909  6.134  -1.158  0.414
H  1.183  5.891  -0.872  0.279
H  -2.936  3.125  1.415  0.402
C  2.472  -2.133  -1.109  -0.761
C  2.376  -2.465  0.374  -0.305
C  2.690  -3.932  0.675  -0.134
C  1.732  -4.814  -0.022  0.050
N  0.987  -5.488  -0.563  -0.428
H  1.744  -2.698  -1.695  0.378
H  2.270  -1.075  -1.277  -0.172
H  3.470  -2.353  -1.495  0.334
H  1.371  -2.222  0.730  0.344
H  3.074  -1.833  0.926  0.280
H  2.623  -4.121  1.748  0.227
H  3.702  -4.181  0.350  0.248
C  -3.453  -1.511  -1.352  -1.176
C  -4.261  -0.413  -2.034  0.020
C  -4.210  0.920  -1.284  0.071
C  -4.757  0.780  0.081  0.153
N  -5.180  0.680  1.137  -0.479
H  -3.844  -1.741  -0.359  0.425
H  -3.493  -2.431  -1.936  0.253
H  -2.404  -1.221  -1.250  0.277
H  -5.299  -0.743  -2.131  0.313
H  -3.875  -0.262  -3.044  -0.135
H  -4.789  1.674  -1.818  0.415
H  -3.183  1.272  -1.202  -0.169
C  4.855  -3.256  4.196  -1.006
C  6.053  -3.918  3.524  -0.377
C  6.960  -2.917  2.801  -0.452
C  6.207  -2.220  1.740  0.244
N  5.621  -1.688  0.918  -0.388
H  4.204  -2.770  3.466  0.169
H  4.255  -4.000  4.721  0.319
H  5.177  -2.507  4.922  0.360
H  5.695  -4.669  2.815  0.256
H  6.640  -4.445  4.279  0.319
H  7.808  -3.434  2.349  0.284
H  7.350  -2.177  3.502  0.285
C  -2.699  -3.884  -6.510  -1.183
C  -3.890  -3.724  -5.573  -0.313
C  -4.571  -2.357  -5.703  -0.339
C  -3.620  -1.277  -5.371  0.214
N  -2.880  -0.448  -5.112  -0.490
H  -1.912  -3.162  -6.286  0.350
H  -2.265  -4.879  -6.405  0.348
H  -2.998  -3.753  -7.552  0.304
H  -3.557  -3.873  -4.543  0.185
H  -4.622  -4.504  -5.789  0.337
H  -5.424  -2.293  -5.024  0.282
H  -4.936  -2.205  -6.719  0.333

Molecular formula: C3H5N2O2
Method: DFT, the ωB97M-V functional and the def2-TZVPD basis

- ΔE to the lowest compared entry with this formula, charge and spin: 140.1 kcal/mol
- Charge: +1
- Spin multiplicity: 1

Each line ends with the natural charge from an NBO analysis.
CARTESIAN COORDINATES (ANGSTROEM)
C  -1.436  1.053  0.051  0.955
C  -0.064  1.070  0.558  -0.450
C  0.244  -1.864  -0.399  0.406
N  -0.953  -1.639  -0.404  -0.220
N  0.888  0.406  -0.331  -0.809
O  -2.487  1.152  -0.227  -0.201
O  -0.206  -1.816  0.885  -0.421
H  0.109  2.143  0.848  0.307
H  0.000  0.297  1.474  0.370
H  1.061  -2.129  -1.077  0.250
H  0.873  0.764  -1.234  0.380
H  1.970  0.563  -0.144  0.432

Molecular formula: C3H5N2O
Method: DFT, the ωB97M-V functional and the def2-TZVPD basis

- ΔE to the lowest compared entry with this formula, charge and spin: 177.4 kcal/mol
- Charge: +1
- Spin multiplicity: 1

Each line ends with the natural charge from an NBO analysis.
CARTESIAN COORDINATES (ANGSTROEM)
C  0.212  0.476  0.635  0.691
C  1.718  2.091  -0.706  0.618
C  -0.313  -0.526  -0.262  -0.755
N  1.282  0.542  1.444  -0.323
N  0.608  1.952  -0.400  -0.817
O  -0.039  1.046  1.791  -0.253
H  0.553  -1.197  -0.745  0.307
H  -1.060  -0.093  -0.939  0.285
H  -0.817  -1.400  0.191  0.324
H  1.612  -0.263  2.060  0.418
H  -0.253  2.494  -0.450  0.506

Molecular formula: C19H20F2N2S2
Method: DFT, the ωB97M-V functional and the def2-TZVPD basis

- ΔE to the lowest compared entry with this formula, charge and spin: 57.8 kcal/mol
- Spin multiplicity: 1

Each line ends with the natural charge from an NBO analysis.
CARTESIAN COORDINATES (ANGSTROEM)
C  -4.068  0.008  3.351  -0.405
N  -2.599  0.119  3.531  -0.442
C  -1.885  -1.174  3.436  -0.228
C  -0.438  -1.051  3.905  -0.234
N  0.271  0.101  3.291  -0.444
C  1.625  0.059  3.036  -0.108
S  2.434  -1.406  2.995  -0.253
S  2.480  1.471  2.772  -0.210
C  -0.495  1.369  3.221  -0.231
C  -1.918  1.149  2.719  -0.226
H  -4.537  0.979  3.508  0.201
H  -4.302  -0.339  2.345  0.160
H  -4.482  -0.694  4.074  0.201
H  -2.430  -1.914  4.035  0.205
H  -1.927  -1.519  2.398  0.156
H  -0.389  -0.944  4.994  0.193
H  0.119  -1.961  3.659  0.244
H  -0.503  1.829  4.214  0.198
H  0.041  2.057  2.559  0.242
H  -1.918  0.823  1.673  0.153
H  -2.506  2.073  2.762  0.206
F  2.467  0.855  -5.199  -0.312
C  2.213  0.375  -3.958  0.379
C  0.986  0.618  -3.364  -0.199
C  0.730  0.140  -2.096  -0.211
C  1.678  -0.587  -1.425  -0.094
C  2.932  -0.881  -2.004  -0.161
C  3.827  -1.676  -1.239  0.054
C  5.134  -2.194  -1.447  -0.063
C  5.685  -2.980  -0.411  -0.125
C  6.930  -3.544  -0.519  -0.212
C  7.689  -3.348  -1.654  -0.206
C  7.193  -2.573  -2.689  0.391
F  7.939  -2.379  -3.804  -0.311
C  5.942  -2.005  -2.587  -0.229
C  3.169  -0.358  -3.290  -0.175
H  0.247  1.180  -3.908  0.238
H  -0.224  0.339  -1.640  0.236
H  1.467  -0.931  -0.428  0.244
H  3.419  -1.956  -0.281  0.237
H  5.118  -3.137  0.489  0.235
H  7.327  -4.147  0.280  0.235
H  8.664  -3.790  -1.759  0.238
H  5.615  -1.405  -3.409  0.219
H  4.103  -0.500  -3.789  0.212

Molecular formula: C11H24NO2RbS
Method: DFT, the ωB97M-V functional and the def2-TZVPD basis

- ΔE to the lowest compared entry with this formula, charge and spin: 0.0 kcal/mol
- Spin multiplicity: 1

Each line ends with the Mulliken charge.
CARTESIAN COORDINATES (ANGSTROEM)
Rb  -1.515  -2.704  -1.289  0.894
C  3.538  -1.632  1.458  -1.737
C  2.419  -0.513  1.301  1.510
C  3.048  0.729  1.867  -1.381
C  2.204  1.963  1.588  -0.925
C  1.861  2.025  0.077  -1.404
C  1.368  0.813  -0.619  2.026
N  2.117  -0.416  -0.138  0.289
O  1.568  -1.569  -0.797  -0.893
C  1.748  1.169  -2.071  -2.095
C  -0.220  0.786  -0.492  -1.173
C  1.121  -0.747  2.238  -1.564
H  4.365  -1.585  0.750  0.383
H  3.016  -2.588  1.492  0.351
H  4.005  -1.465  2.429  0.403
H  4.050  0.945  1.495  0.436
H  3.343  0.722  2.916  0.507
H  2.782  2.845  1.862  0.422
H  1.321  2.054  2.221  0.363
H  2.544  2.705  -0.433  0.513
H  1.038  2.738  0.027  0.340
H  2.792  1.451  -2.209  0.476
H  1.144  1.966  -2.507  0.378
H  1.764  0.341  -2.780  0.366
H  -0.504  0.541  0.532  0.271
H  -0.518  -0.027  -1.154  -0.105
H  -0.700  1.714  -0.803  0.388
H  0.529  -1.585  1.872  0.253
H  0.465  0.124  2.229  0.293
H  1.476  -0.884  3.260  0.401
C  -5.615  -0.388  -0.254  -0.909
S  -4.709  -0.093  -1.828  0.402
O  -3.234  -0.336  -1.454  -0.498
C  -5.228  -1.662  -2.698  -0.872
H  -5.681  -1.454  -0.036  0.268
H  -6.664  -0.097  -0.196  0.376
H  -5.113  0.035  0.616  0.346
H  -4.939  -2.480  -2.038  0.217
H  -4.672  -1.791  -3.626  0.320
H  -6.312  -1.648  -2.808  0.365

no.,frontier orbital gap (Eh),HOMO level (eV)
1,0.351,-6.419
2,0.299,-12.084
3,0.298,-13.586
4,0.357,-16.145
5,0.094,-6.031
6,0.133,-4.532